Record 1
This record from the OMol25 dataset describes a structure of composition C29H43FeSn at a distorted geometry. The level of theory is wB97M-V/def2-TZVPD.

Positions of all 74 atoms, in Å:
1 Sn 1.5117 -0.7086 1.5616
2 Fe -3.7199 -1.1083 -2.4644
3 C 6.8203 -0.5946 3.3092
4 C 4.6245 -1.3105 2.2077
5 C -0.5209 -2.2578 3.3681
6 C 0.3319 1.6890 -5.8990
7 C 2.0435 3.3060 3.5452
8 C 0.8834 2.8820 -5.4110
9 C -2.6358 -0.6013 -0.8787
10 C -4.7237 -0.2390 -3.8930
11 C -2.8419 -2.0359 -0.9649
12 C 2.3932 4.6403 2.8881
13 C 0.2137 3.6028 -4.4137
14 C -1.5393 1.8963 -4.3322
15 C -3.0393 -2.4487 3.0175
16 C -0.8568 1.1970 -5.3803
17 C -3.2961 0.1548 -3.9333
18 C 3.6201 -1.0879 1.0583
19 C 2.1257 2.1457 2.5489
20 C -2.7416 1.4516 -3.7404
21 C -4.2731 -2.2830 -0.9915
22 C -3.9338 0.0410 -0.8504
23 C -4.8083 -1.6747 -4.0218
24 C -2.5343 -1.1113 -4.0196
25 C -4.9494 -0.9996 -0.9225
26 C -3.4624 -2.2093 -4.0975
27 C 5.7848 -0.3105 2.2201
28 C 0.8717 -2.4520 2.7448
29 C 1.7268 0.7989 3.1463
30 C -1.6508 -2.8146 2.4949
31 C -0.9921 3.1424 -3.9030
32 H 0.8396 1.1371 -6.6937
33 H -3.1955 -1.3624 3.0038
34 H 4.1227 -1.2931 3.1884
35 H -1.5438 3.6973 -3.1462
36 H -5.5384 0.4817 -3.8959
37 H 3.5512 -1.9806 0.4268
38 H -3.1848 -3.2513 -4.2310
39 H 7.2659 -1.5867 3.1801
40 H -1.2952 0.2779 -5.7857
41 H 1.8228 3.2564 -5.8155
42 H -3.4048 2.1925 -3.2945
43 H -3.1754 -2.7978 4.0473
44 H -1.5553 -3.9087 2.4509
45 H 1.7055 4.8608 2.0646
46 H 3.8899 -0.2323 0.4264
47 H 6.2804 -0.3271 1.2414
48 H -4.7466 -3.2601 -0.9754
49 H 0.4508 -0.1683 0.1504
50 H 3.1552 2.0920 2.1604
51 H -1.6799 -0.1090 -0.7568
52 H 3.4125 4.6221 2.4877
53 H 5.0470 -2.3236 2.1071
54 H 0.6343 4.5338 -4.0274
55 H 2.7257 3.1140 4.3798
56 H 2.4632 0.4385 3.8746
57 H -5.7258 -2.2527 -4.0976
58 H 2.3265 5.4552 3.6150
59 H 6.3749 -0.5470 4.3085
60 H 5.3935 0.7070 2.3504
61 H 1.6363 -2.6032 3.5130
62 H -3.8169 -2.9069 2.3969
63 H -4.1168 1.1029 -0.7112
64 H -2.0654 -2.7931 -0.9216
65 H -1.4552 -1.1225 -4.1324
66 H 1.0338 3.3525 3.9673
67 H -6.0231 -0.8474 -0.8476
68 H 0.9070 -3.2884 2.0351
69 H -0.7022 -1.1891 3.5695
70 H 7.6265 0.1436 3.2655
71 H -0.5554 -2.7627 4.3480
72 H 0.7443 0.8304 3.6333
73 H -1.5435 -2.4577 1.4605
74 H 1.4830 2.3758 1.6858

Properties
**Energy relative to the best compared isomer or geometry (same formula, charge and spin)**: 0.0 kcal per mole
**Spin multiplicity**: 1
**Net charge**: -1
**LUMO level**: 2.41 eV
**Frontier orbital gap**: 4.01 eV
**HOMO level**: -1.5989 eV



Record 2
This record from the OMol25 dataset describes a structure of composition C29H43I2N3PTm at a distorted geometry. The level of theory is wB97M-V/def2-TZVPD.

Positions of all 79 atoms, in Å:
1 Tm -0.2934 0.7105 0.3216
2 I -0.1143 0.3869 3.7238
3 I -2.4024 2.8679 5.0500
4 P 0.4645 -2.1768 -0.0436
5 N 0.1352 3.3404 0.5281
6 N 2.2525 1.1996 0.7393
7 N -2.7818 0.3580 0.9789
8 C 3.1585 -2.6022 -0.6373
9 C 2.7932 0.8859 -0.6013
10 C 2.9869 0.3741 1.7198
11 C 2.4839 2.6271 1.0448
12 C 2.1473 -2.8065 0.3059
13 C 2.4491 -3.4598 1.4979
14 C 4.7258 -3.7468 0.7789
15 C -2.8963 0.6859 -1.4980
16 C -3.1678 -0.5916 2.0401
17 C -0.4101 -3.6464 -4.3422
18 C -1.5609 1.1288 -1.6277
19 C -3.4388 1.6554 1.2445
20 C -0.6644 1.6992 5.3735
21 C -1.2670 1.7999 -2.8239
22 C -3.2850 -0.1773 -0.3165
23 C -0.2075 3.8819 1.8580
24 C -0.6023 -3.3388 0.9063
25 C -0.6687 -2.0310 -2.5889
26 C 4.4383 -3.0766 -0.4033
27 C -3.8615 0.9479 -2.4615
28 C -0.6297 4.1227 -0.4682
29 C -3.5301 1.6469 -3.6135
30 C -0.9587 -2.4641 -3.8746
31 C 3.7340 -3.9325 1.7292
32 C 0.6843 -3.9812 -2.2216
33 C 0.1609 -2.7740 -1.7534
34 C 1.5745 3.5591 0.2625
35 C -2.2197 2.0579 -3.7997
36 C 0.4040 -4.4043 -3.5098
37 H -0.2483 2.1245 -3.0248
38 H 2.6920 -0.6722 1.6331
39 H -0.6220 -3.9828 -5.3482
40 H -0.8390 1.0331 6.2094
41 H 2.9359 -2.1054 -1.5736
42 H 3.9536 -4.4585 2.6486
43 H -1.6110 -1.8689 -4.5007
44 H -4.2894 1.8608 -4.3538
45 H 3.5215 2.8960 0.8172
46 H -3.3314 2.3045 0.3770
47 H 3.8308 1.2212 -0.6913
48 H 1.8403 4.5919 0.5129
49 H -1.0895 -1.0987 -2.2473
50 H 1.6827 -3.6162 2.2478
51 H -3.0411 -0.1342 3.0189
52 H -1.9409 2.5789 -4.7069
53 H 0.3540 3.3781 2.6433
54 H -2.9878 2.1289 2.1175
55 H 5.7236 -4.1257 0.9554
56 H -4.5061 1.5139 1.4402
57 H -4.2193 -0.8759 1.9387
58 H -1.6982 3.9928 -0.3033
59 H 0.8212 -5.3362 -3.8678
60 H -2.8667 -1.1839 -0.4421
61 H -4.3747 -0.2797 -0.2793
62 H -1.6249 -3.2345 0.5431
63 H 0.0178 4.9526 1.9064
64 H 2.2046 1.3658 -1.3889
65 H -1.2716 3.7508 2.0446
66 H 2.7763 -0.1912 -0.7542
67 H 1.7461 3.4313 -0.8075
68 H -2.5574 -1.4938 1.9824
69 H -0.3956 3.7959 -1.4765
70 H -4.8739 0.5873 -2.3171
71 H 1.3041 -4.6009 -1.5877
72 H 0.1905 2.3400 5.5472
73 H 2.7774 0.7117 2.7317
74 H -0.3952 5.1885 -0.3791
75 H 5.2057 -2.9407 -1.1538
76 H 4.0671 0.4413 1.5578
77 H -0.5803 -3.1353 1.9777
78 H 2.3468 2.7737 2.1164
79 H -0.2601 -4.3553 0.7187

Properties
**Spin multiplicity**: 3
**Net charge**: +2
**LUMO level (alpha / beta)**: -6.28 / -6.26 eV
**Frontier orbital gap (alpha / beta)**: 7.59 / 7.62 eV
**HOMO level (alpha / beta)**: -13.8747 / -13.8745 eV



Record 3
This record from the OMol25 dataset describes a structure of composition C29H43N2O4PtSe. The level of theory is wB97M-V/def2-TZVPD.

Positions of all 80 atoms, in Å:
1 Pt 0.0032 0.0157 0.0295
2 Se -0.0150 2.5543 0.2777
3 O 1.8275 0.4028 -1.0580
4 O -0.0240 -3.8667 1.8938
5 O -1.8817 0.3762 -0.9605
6 O -0.0074 -2.1566 0.4358
7 N 0.0122 -1.7909 2.7128
8 N -0.0194 -0.4103 2.5866
9 C 4.2071 3.0799 -1.5891
10 C -5.2304 5.6765 -2.4811
11 C 2.2097 4.0243 -0.7395
12 C 4.0997 5.6259 -1.2273
13 C -3.8456 5.6539 -1.8295
14 C 3.4995 4.2202 -1.1993
15 C -2.8828 6.4364 -2.7348
16 C -4.0466 3.0929 -1.9792
17 C -2.0861 4.0261 -1.0358
18 C 5.5360 5.6366 -1.7556
19 C 3.9042 -0.1327 -3.1688
20 C 4.5479 0.5961 -1.9760
21 C 3.2530 6.5281 -2.1377
22 C 1.6516 2.7557 -0.6943
23 C 4.1184 6.2023 0.1974
24 C -3.6042 1.7968 -1.7777
25 C 3.6899 1.7959 -1.5567
26 C 4.7148 -0.3626 -0.7846
27 C -4.4753 0.6005 -2.1801
28 C -3.3192 4.2330 -1.6265
29 C 5.9507 1.0258 -2.4161
30 C -4.8205 -0.2429 -0.9404
31 C -2.3219 1.5784 -1.1725
32 C -5.8000 1.0483 -2.8052
33 C 2.3474 1.5918 -1.0982
34 C -3.9564 6.3549 -0.4661
35 C -0.0080 -2.6729 1.6018
36 C -1.5995 2.7450 -0.8260
37 C -3.7446 -0.2551 -3.2303
38 H 4.5675 7.1999 0.2036
39 H -3.9219 -0.6514 -0.4865
40 H 3.2458 6.1283 -3.1535
41 H -5.4766 -1.0716 -1.2217
42 H 0.7960 0.0306 2.9901
43 H -4.3563 7.3664 -0.5843
44 H 5.3531 -1.2051 -1.0654
45 H 2.9204 -0.5081 -2.9052
46 H 5.9120 1.7034 -3.2725
47 H -3.2375 7.4605 -2.8840
48 H 3.8030 0.5550 -4.0125
49 H 4.5298 -0.9740 -3.4807
50 H -1.4692 4.8618 -0.7231
51 H 6.1957 5.0365 -1.1257
52 H -3.5293 0.3495 -4.1150
53 H 5.5860 5.2572 -2.7782
54 H -0.8620 0.0005 2.9670
55 H 5.9132 6.6618 -1.7572
56 H -5.5571 6.7119 -2.6008
57 H -5.3406 0.3730 -0.2019
58 H -6.4018 1.6300 -2.1025
59 H -2.9848 6.4249 0.0241
60 H 5.1836 0.1606 0.0531
61 H -2.8098 5.9487 -3.7086
62 H 6.5106 0.1375 -2.7152
63 H 4.7028 5.5547 0.8538
64 H -5.6371 1.6401 -3.7092
65 H 3.1112 6.2769 0.6087
66 H -4.6239 5.7922 0.1893
67 H 2.2208 6.5822 -1.7901
68 H 1.6052 4.8580 -0.3988
69 H -0.0361 -2.2084 3.6237
70 H -4.3692 -1.1010 -3.5318
71 H -6.3732 0.1615 -3.0826
72 H -2.8091 -0.6377 -2.8330
73 H 3.7525 -0.7516 -0.4617
74 H 5.2216 3.2040 -1.9402
75 H 6.4997 1.5093 -1.6043
76 H -5.9685 5.1601 -1.8642
77 H -5.0150 3.2268 -2.4397
78 H 3.6614 7.5426 -2.1656
79 H -1.8820 6.4783 -2.3035
80 H -5.2122 5.2125 -3.4692

Properties
**Energy relative to the best compared isomer or geometry (same formula, charge and spin)**: 4.3 kcal per mole
**Spin multiplicity**: 3
**Net charge**: -1
**LUMO level (alpha / beta)**: 2.30 / 2.29 eV
**Frontier orbital gap (alpha / beta)**: 6.95 / 6.98 eV
**HOMO level (alpha / beta)**: -4.6530 / -4.6885 eV



Number 1: calculated total energy -2608.70846 Eh. Number 2: calculated total energy -3316.56579 Eh. Number 3: calculated total energy -4062.10980 Eh.